No. 1
{"formula": "C8H7ClO3", "method": "the ωB97M-V functional and the def2-TZVPD basis", "smiles": "O=C(O)COc1cccc(Cl)c1", "total_energy_ha": -994.9203, "multiplicity": 1, "de_lowest_kcal_mol": 20.72, "homo_ha": -0.3155, "orbital_gap_ev": 9.036, "mol_weight_g_mol": 186.59, "symbols": ["C", "C", "C", "C", "C", "C", "C", "C", "O", "O", "O", "Cl", "H", "H", "H", "H", "H", "H", "H"], "coordinates": [[-2.4175, 1.4999, -0.6623], [-1.0453, 1.5459, -0.6308], [-3.1032, 0.3662, -0.4182], [-1.0101, -0.7981, 0.0459], [-0.2823, 0.3776, -0.1556], [-2.3983, -0.7661, -0.1529], [1.9237, -0.5490, 0.6995], [2.8411, -1.0789, -0.4277], [1.0458, 0.4886, 0.1675], [3.8520, -1.7788, 0.1118], [2.6382, -0.9378, -1.5793], [-3.2766, -2.2203, -0.0935], [-2.9238, 2.3594, -0.9475], [-0.3825, 2.3227, -0.7850], [-4.2383, 0.4387, -0.4921], [1.2988, -1.2475, 1.1351], [2.4790, 0.0886, 1.2941], [4.2832, -2.4524, -0.4280], [-0.3909, -1.5907, 0.3302]], "atomic_forces_ev_per_a": [[2.3154, 0.8189, -0.3497], [2.0269, -3.4614, 1.8264], [-2.7185, -0.3047, -0.0845], [0.0755, 2.2114, -0.6637], [-2.0137, 0.3643, -0.0997], [0.8213, -0.7712, 0.3913], [-0.9787, 2.1838, -3.5512], [-0.7301, -0.7477, 1.0227], [-0.3625, 0.7174, -0.9635], [0.1567, -0.1403, 1.2525], [-0.1207, 0.1738, -1.2607], [-0.4611, -1.1806, 0.2836], [-0.9209, 1.5294, -0.4134], [0.5041, 2.1890, -0.5846], [1.7528, -0.6972, 0.1398], [-0.3965, -1.8242, 1.3488], [1.4237, 0.3174, 2.0319], [-0.2072, 0.4305, -0.6369], [-0.1662, -1.8086, 0.3108]]}

No. 2
{"formula": "C18H20ClN3OS", "method": "the ωB97M-V functional and the def2-TZVPD basis", "smiles": "CCCCCn1cc(O)c(-c2nc(-c3ccc(Cl)cc3)cs2)c1N", "total_energy_ha": -1795.7330, "multiplicity": 1, "de_lowest_kcal_mol": 59.40, "homo_ha": -0.2678, "orbital_gap_ev": 7.652, "mol_weight_g_mol": 361.90, "symbols": ["Cl", "N", "O", "S", "C", "C", "C", "C", "C", "C", "C", "C", "C", "C", "C", "C", "C", "N", "N", "C", "C", "C", "C", "C", "H", "H", "H", "H", "H", "H", "H", "H", "H", "H", "H", "H", "H", "H", "H", "H", "H", "H", "H", "H"], "coordinates": [[-0.3458, 5.3557, -7.5969], [-0.8466, 0.6786, -2.4336], [1.4455, -1.0287, -2.3359], [-2.6058, 1.1002, -0.5324], [-1.1007, 0.3461, -1.1846], [-2.5173, 2.2057, -1.9054], [0.7675, -1.4455, -1.1741], [-0.3207, -0.7364, -0.5492], [-1.4861, 1.8664, -2.7698], [1.1528, -2.4419, -0.2813], [-0.4803, -1.2809, 0.7406], [-0.5835, 2.9422, -6.3582], [-1.2297, 4.8737, -4.9679], [-0.8054, 2.0570, -5.1922], [-1.4941, 4.1026, -3.9324], [-0.7134, 4.3031, -6.2114], [-1.2588, 2.6937, -3.9805], [-1.3259, -0.8902, 1.7581], [0.3323, -2.3802, 0.9357], [1.7975, -0.5723, 5.7084], [0.5844, -3.1592, 2.1752], [1.8348, -2.1079, 5.7153], [1.5519, -2.3726, 3.1785], [0.9907, -2.6895, 4.5192], [0.7742, -0.5185, -2.7991], [-3.2280, 3.0081, -2.0741], [1.8973, -3.2291, -0.5289], [-0.2099, 2.6277, -7.3808], [-1.3680, 5.9881, -4.9896], [-0.7652, 1.0403, -5.3237], [-1.7109, 4.5258, -2.9491], [-1.7287, -1.5852, 2.3680], [-2.0060, -0.1648, 1.4516], [2.0254, -0.2404, 4.6451], [2.4385, -0.1373, 6.4076], [0.8036, -0.1998, 5.9140], [1.0682, -4.0897, 1.9289], [-0.3872, -3.3759, 2.5877], [2.8973, -2.5066, 5.5515], [1.2780, -2.4232, 6.6576], [1.3475, -1.3638, 2.9372], [2.5810, -2.6406, 2.9732], [-0.0587, -2.4013, 4.5814], [1.0083, -3.7335, 4.7158]], "atomic_forces_ev_per_a": [[-0.2537, -0.4677, 0.9112], [0.9014, 1.4602, 0.8372], [-1.0496, -1.4303, 1.7605], [1.6500, 0.6448, -1.2987], [-0.3291, -1.6873, -0.3723], [0.6558, -0.4802, -0.2428], [1.1026, -0.3040, 1.0037], [-0.8491, 0.7884, 0.4943], [-2.3508, -0.0017, 0.9468], [-0.0243, -0.0106, -0.6688], [0.0011, -1.4837, 0.1272], [0.6093, -1.0184, 0.5874], [1.1530, 2.4744, -4.4388], [-0.9820, 5.5697, -0.2935], [0.3719, -2.3561, 2.4343], [-1.0301, 0.4046, 1.2340], [0.9953, -1.6590, -1.8151], [-0.9255, 1.5424, -0.4911], [1.2425, 0.7660, -2.8119], [-0.4888, -0.8086, -2.7179], [1.1254, 1.8011, -0.8101], [-0.9688, -0.0438, -0.2430], [-2.4655, -1.4749, -1.5074], [1.3724, 0.6692, 2.1625], [-0.2146, 0.5775, -0.3931], [0.1055, -0.2665, 0.2941], [-0.7319, 0.6787, 0.8165], [-0.5866, -0.1892, 1.5754], [0.1581, -1.2671, 0.3534], [0.3332, -2.2427, 0.0431], [-0.2544, -0.0202, -0.4125], [0.0451, -0.0769, -0.2285], [0.7837, -1.0082, 0.7273], [0.0714, 0.0181, 1.4277], [1.2604, 0.7271, 0.9426], [-0.4253, -0.0574, 0.0986], [-0.1092, -0.3618, -0.4594], [-0.2127, -0.0735, 0.5102], [-1.4693, 0.4659, 0.8676], [1.4003, -0.1398, -0.8916], [0.3187, 1.2766, -0.1633], [0.1750, -0.0088, 0.2385], [-0.0037, 0.3444, 0.0438], [-0.1071, -1.2705, -0.1778]]}